Computed, not measured: a structure of composition C28H34Cl5GeN7OTi at a distorted geometry, with ωB97M-V/def2-TZVPD.

Last column: Löwdin charge in e.
CARTESIAN COORDINATES (ANGSTROEM)
Ti: -1.135 -0.622 -1.093  0.773
N: 3.522 -1.478 -1.594  0.160
C: 2.325 -0.978 -1.839  -0.149
N: 1.213 -1.382 -1.279  0.030
C: 1.291 -2.465 -0.388  -0.317
N: 0.227 -3.080 0.029  0.118
N: -0.916 -2.540 -0.542  -0.139
C: -1.923 -3.308 -0.622  -0.007
C: -3.102 -2.754 -1.316  -0.266
C: -4.240 -3.460 -1.569  0.035
C: -5.268 -2.833 -2.284  0.010
C: -5.094 -1.535 -2.696  0.009
C: -3.897 -0.884 -2.398  -0.063
N: -2.914 -1.486 -1.735  -0.028
C: 2.594 -2.938 0.047  -0.098
C: 2.756 -3.881 1.068  0.011
C: 4.017 -4.318 1.401  -0.030
C: 5.135 -3.836 0.710  -0.025
C: 4.996 -2.905 -0.296  0.010
C: 3.721 -2.454 -0.609  -0.160
H: 4.320 -1.111 -2.093  0.177
H: 2.301 -0.147 -2.537  0.143
H: -1.871 -4.324 -0.241  0.158
H: -4.334 -4.478 -1.214  0.138
H: -6.183 -3.364 -2.509  0.133
H: -5.863 -1.013 -3.249  0.130
H: -3.711 0.133 -2.715  0.115
H: 1.879 -4.254 1.581  0.123
H: 4.147 -5.038 2.198  0.122
H: 6.122 -4.198 0.965  0.125
H: 5.862 -2.528 -0.829  0.128
Cl: -6.339 3.452 1.836  0.757
C: -5.027 2.754 0.997  -0.693
C: -4.540 1.509 1.390  -0.689
Cl: -5.221 0.655 2.704  0.760
C: -3.481 0.959 0.691  -0.540
Cl: -2.819 -0.600 1.111  0.854
C: -2.883 1.616 -0.372  -0.412
O: -1.843 1.022 -1.002  -0.321
C: -3.371 2.848 -0.766  -0.590
Cl: -2.619 3.636 -2.104  0.769
C: -4.445 3.420 -0.087  -0.684
Cl: -5.046 4.935 -0.586  0.763
N: -1.470 0.577 -3.889  0.012
N: -0.550 -0.304 -3.208  -0.093
H: -1.163 0.729 -4.844  0.102
H: -1.478 1.463 -3.392  0.035
H: 0.408 0.028 -3.293  0.074
H: -0.591 -1.198 -3.696  0.121
C: 1.129 0.420 5.249  -0.105
C: 0.579 1.761 4.770  -0.261
C: 0.671 1.920 3.249  -0.282
C: -0.402 1.099 2.500  -0.363
Ge: 0.329 0.391 0.845  0.916
C: 0.986 1.806 -0.365  -0.335
C: 2.490 2.047 -0.212  -0.302
C: 3.012 3.157 -1.119  -0.270
C: 4.506 3.411 -0.940  -0.102
H: 1.012 0.305 6.327  0.077
H: 2.194 0.336 5.019  0.076
H: 0.618 -0.423 4.775  0.063
H: 1.135 2.570 5.248  0.111
H: -0.464 1.872 5.081  0.112
H: 1.680 1.616 2.944  0.081
H: 0.572 2.974 2.978  0.112
H: -1.283 1.712 2.298  0.060
H: -0.729 0.246 3.098  0.050
H: 1.610 -0.353 1.296  0.011
H: 0.412 2.706 -0.130  0.085
H: 0.748 1.572 -1.414  0.038
H: 3.044 1.123 -0.420  0.082
H: 2.719 2.297 0.828  0.107
H: 2.454 4.074 -0.911  0.116
H: 2.803 2.898 -2.165  0.105
H: 4.732 3.681 0.093  0.080
H: 4.853 4.222 -1.578  0.078
H: 5.092 2.521 -1.187  0.069

Values from the calculation:
Lowest unoccupied orbital energy (spin up / spin down) in eV: -7.075 / -6.935
Max |F| in Eh/bohr: 0.0625
ΔE to the lowest compared entry with this formula, charge and spin in kJ/mol: 75.6
Total charge: +2

---

Computed, not measured: a cluster of 7 separate species, C28H34N5O10 in total at a distorted geometry, with ωB97M-V/def2-TZVPD.

Last column: Löwdin charge in e.
CARTESIAN COORDINATES (ANGSTROEM)
N: 0.537 -0.028 0.685  0.254
H: 0.781 -1.038 0.934  0.063
H: 1.430 0.484 0.486  0.075
H: 0.080 0.420 1.479  0.063
H: -0.054 0.015 -0.139  0.044
C: 2.704 2.976 2.404  -0.133
C: 3.043 2.452 1.006  -0.568
O: 3.140 1.090 0.905  -0.357
H: 2.692 4.072 2.427  0.052
H: 3.512 2.639 3.069  0.058
H: 1.779 2.568 2.814  0.037
H: 3.908 3.007 0.588  0.075
H: 2.136 2.766 0.416  0.070
C: -0.931 -3.044 1.378  -0.125
C: 0.502 -3.527 1.536  -0.508
O: 1.404 -2.468 1.647  -0.367
H: -1.247 -3.013 0.334  0.031
H: -1.207 -2.207 2.019  0.066
H: -1.582 -3.838 1.795  0.058
H: 0.771 -4.226 0.718  0.068
H: 0.581 -4.080 2.493  0.076
C: 4.425 3.824 -3.765  -0.088
C: 4.246 2.991 -2.667  -0.052
C: 2.986 2.450 -2.404  0.016
C: 1.908 2.948 -3.111  -0.145
C: 2.063 3.818 -4.184  -0.017
C: 3.336 4.209 -4.555  -0.088
N: 0.558 2.533 -2.749  -0.343
O: -0.386 3.161 -3.187  0.067
O: 0.466 1.473 -2.174  0.085
H: 5.395 4.078 -4.175  0.097
H: 5.163 2.609 -2.239  0.111
H: 2.922 1.704 -1.617  0.107
H: 1.204 4.129 -4.760  0.112
H: 3.528 4.893 -5.371  0.096
C: -3.599 2.954 6.518  -0.091
C: -2.909 1.759 6.372  -0.071
C: -2.088 1.604 5.274  0.002
C: -2.023 2.589 4.298  -0.130
C: -2.770 3.762 4.449  0.004
C: -3.513 3.974 5.598  -0.075
N: -1.278 2.403 3.067  -0.327
O: -1.151 3.323 2.296  0.107
O: -0.845 1.277 2.868  0.057
H: -4.201 3.026 7.419  0.103
H: -2.855 1.046 7.182  0.108
H: -1.578 0.652 5.201  0.125
H: -2.623 4.557 3.731  0.118
H: -3.972 4.944 5.725  0.106
C: -5.393 -3.080 -1.572  -0.083
C: -6.058 -2.057 -0.901  -0.076
C: -5.314 -1.064 -0.299  -0.008
C: -3.935 -1.037 -0.476  -0.136
C: -3.295 -2.086 -1.115  -0.004
C: -4.009 -3.125 -1.702  -0.046
N: -3.145 0.095 -0.017  -0.317
O: -1.985 0.178 -0.371  0.070
O: -3.660 0.878 0.763  0.075
H: -5.904 -3.939 -1.994  0.101
H: -7.135 -1.979 -0.904  0.102
H: -5.755 -0.202 0.187  0.116
H: -2.213 -2.019 -1.135  0.093
H: -3.448 -3.947 -2.118  0.110
C: 3.815 -5.207 -2.751  -0.091
C: 3.284 -4.923 -3.989  -0.092
C: 2.299 -3.951 -4.090  -0.024
C: 1.856 -3.292 -2.962  -0.135
C: 2.361 -3.603 -1.693  0.024
C: 3.399 -4.529 -1.601  -0.045
N: 0.866 -2.213 -3.087  -0.347
O: 0.543 -1.824 -4.189  0.076
O: 0.468 -1.802 -2.022  0.083
H: 4.522 -6.022 -2.638  0.099
H: 3.644 -5.382 -4.899  0.100
H: 1.913 -3.681 -5.064  0.112
H: 2.087 -3.112 -0.762  0.103
H: 3.804 -4.785 -0.634  0.112

Values from the calculation:
Lowest unoccupied orbital energy in eV: 1.478
Max |F| in Eh/bohr: 0.0495
ΔE to the lowest compared entry with this formula, charge and spin in kJ/mol: 0.0
Total charge: -1

---

Computed, not measured: a structure of composition C28H34NSn at a distorted geometry, with ωB97M-V/def2-TZVPD.

Last column: Löwdin charge in e.
CARTESIAN COORDINATES (ANGSTROEM)
C: 1.571 -2.044 0.232  -0.304
C: 2.104 -1.428 -0.947  -0.289
C: 1.168 -1.625 -2.020  -0.313
C: 0.051 -2.373 -1.501  -0.330
C: 0.291 -2.610 -0.098  -0.318
Sn: -0.194 -0.024 -0.336  1.444
C: -3.192 1.720 -1.579  -0.260
C: -2.711 1.401 -0.273  -0.215
H: -2.399 2.183 0.484  0.132
C: -2.438 0.011 0.088  -0.260
H: -2.939 -0.722 -0.601  0.077
H: -2.555 -0.260 1.169  0.069
C: -3.295 3.236 -1.937  -0.087
H: -2.782 4.000 -1.319  0.086
H: -3.002 3.532 -2.957  0.079
H: -4.373 3.387 -1.817  0.083
C: -2.732 0.798 -2.728  -0.079
H: -1.805 0.179 -2.674  0.053
H: -3.591 0.126 -2.816  0.089
H: -2.577 1.302 -3.690  0.071
C: 3.390 -0.698 -1.027  -0.037
H: 3.535 -0.030 -0.165  0.082
H: 4.232 -1.406 -1.040  0.100
H: 3.458 -0.087 -1.935  0.071
C: 1.332 -1.131 -3.411  -0.037
H: 1.757 -0.117 -3.436  0.064
H: 2.013 -1.790 -3.972  0.100
H: 0.376 -1.103 -3.953  0.076
C: -1.092 -2.921 -2.277  -0.044
H: -1.163 -2.472 -3.276  0.076
H: -0.966 -4.008 -2.415  0.100
H: -2.054 -2.772 -1.764  0.073
C: -0.565 -3.417 0.808  -0.039
H: -1.594 -3.500 0.434  0.081
H: -0.166 -4.441 0.897  0.100
H: -0.607 -2.992 1.822  0.073
C: 2.250 -2.129 1.547  -0.048
H: 1.540 -2.276 2.370  0.066
H: 2.949 -2.981 1.559  0.100
H: 2.834 -1.223 1.763  0.078
C: 1.257 2.574 -1.328  -0.071
C: 0.000 2.887 -1.969  -0.088
C: 2.513 2.769 -1.751  -0.127
C: 0.128 2.722 -3.421  -0.097
H: -1.121 2.935 -1.815  0.057
C: 2.574 2.814 -3.167  -0.074
H: 3.248 2.854 -0.913  0.130
C: 1.406 2.721 -3.995  -0.100
H: -0.781 2.639 -4.123  0.121
H: 3.552 2.927 -3.641  0.107
H: 1.510 2.711 -5.112  0.121
N: -0.101 0.099 2.017  0.099
C: -0.100 0.101 3.230  -0.052
C: -0.057 0.076 4.627  -0.231
C: -1.246 0.199 5.375  -0.012
C: -1.207 0.111 6.768  -0.050
C: 0.014 -0.094 7.422  -0.043
C: 1.205 -0.174 6.690  -0.049
C: 1.175 -0.083 5.297  -0.008
H: -2.190 0.358 4.845  0.126
H: -2.135 0.199 7.337  0.118
H: 0.038 -0.188 8.507  0.118
H: 2.162 -0.312 7.199  0.118
H: 2.097 -0.135 4.707  0.126

Values from the calculation:
Lowest unoccupied orbital energy (spin up / spin down) in eV: -4.740 / -3.343
Max |F| in Eh/bohr: 0.1398
Total charge: +1

---

Per-record DFT total energy, eV: -184297.0448; -57500.3847; -36896.3630